# 1
The ion C5H6N3O4P with charge -2 in a non-equilibrium geometry, computed with ωB97M-V with the def2-TZVPD basis set.

```
! wB97M-V def2-TZVPD RIJCOSX def2/J DEFGRID3
* xyz -2 1
P 2.6692 -0.4060 0.4610
O 3.3626 -1.3563 -0.5175
O 3.3568 -0.3570 1.7956
O -4.1918 -2.2510 -0.0661
O 2.5769 1.0262 -0.3394
N -3.5932 -1.2038 0.1745
N -2.6714 1.9603 1.2906
N -1.1138 0.8356 -0.0392
C 0.2815 -1.0374 -0.7229
C -3.1893 -0.1672 0.4227
C 0.9088 -0.8819 0.5797
C -0.7813 -0.2360 -0.8477
C -2.2412 0.9258 0.6104
H -1.5136 -0.4258 -1.6994
H 1.7810 0.8932 -0.8101
H 0.4699 -0.1056 1.1536
H -1.8139 2.4309 1.3215
H 0.5729 -1.8800 -1.3708
H 0.9743 -1.9769 1.0735
*
```

ΔE to the lowest compared entry with this formula, charge and spin in kJ/mol: 35.7
Largest force on an atom in hartree/bohr: 0.08545
Frontier orbital gap in Ha: 0.2541


# 2
An isolated molecule of C5H6N4O2 in a non-equilibrium geometry, computed with ωB97M-V with the def2-TZVPD basis set.

```
! wB97M-V def2-TZVPD RIJCOSX def2/J DEFGRID3
* xyz 0 1
O -2.1996 -1.1488 0.3460
O -1.9097 0.6396 -1.0004
N 1.8183 1.7845 -0.0179
N -0.1403 -0.6664 -0.6708
N 0.6160 2.3113 -0.1126
N 2.5831 -0.4600 0.2346
C 2.0592 0.6308 0.2684
C 0.5707 -1.7822 -0.1966
C -1.3357 -0.4167 -0.3985
C -0.3919 1.8916 0.5612
C 1.8791 -1.6376 0.0327
H -0.3532 1.1915 1.3699
H -1.3352 2.3341 0.2912
H -0.0897 -2.6721 -0.0881
H -1.1763 1.1605 -1.3490
H 2.3953 -2.5678 0.2530
H -2.9901 -0.5922 0.4769
*
```

SMILES string: C=NN=C=N/C=C\N=C(O)O
ΔE to the lowest compared entry with this formula, charge and spin in kJ/mol: 461.6
Largest force on an atom in hartree/bohr: 0.06490
Frontier orbital gap in Ha: 0.3040


# 3
A cluster of 2 separate species, C5H6N4O3 in total in a non-equilibrium geometry, computed with ωB97M-V with the def2-TZVPD basis set.

```
! wB97M-V def2-TZVPD RIJCOSX def2/J DEFGRID3
* xyz 0 1
O -2.3940 -0.4818 -1.2804
O -1.1688 -0.7356 2.5212
O -2.5820 1.6627 -1.0388
N 3.2075 0.1800 -0.6010
N -1.3261 -1.9651 0.6088
N 1.0011 0.0979 -0.6754
N -2.2652 0.5673 -0.6383
C 1.3730 1.2578 -0.1567
C 2.7810 1.2932 -0.1345
C -1.7482 0.4394 0.6247
C 2.1174 -0.6726 -0.8194
C -1.3543 -0.7469 1.2842
H -1.3073 -1.8249 -0.3678
H -1.5956 1.3580 1.0873
H 2.1140 -1.7270 -1.3306
H 0.6999 2.0799 -0.0805
H -0.9827 -2.8193 1.0052
H 3.4303 2.0368 -0.0078
*
```

ΔE to the lowest compared entry with this formula, charge and spin in kJ/mol: 391.2
Largest force on an atom in hartree/bohr: 0.10019
Frontier orbital gap (spin up / spin down) in Ha: 0.2677 / 0.2740


# 4
An isolated molecule of C5H6N6 in a non-equilibrium geometry, computed with ωB97M-V with the def2-TZVPD basis set.

```
! wB97M-V def2-TZVPD RIJCOSX def2/J DEFGRID3
* xyz 0 1
N -2.3657 -1.3023 1.5825
N -0.8611 -0.0694 0.7636
N -1.7406 -1.0042 0.4952
N -0.8761 1.1223 -1.4457
N 1.0488 0.6155 -2.4195
N -0.0434 0.5387 -0.6096
C 2.1824 -0.6141 -0.5544
C -1.8106 -0.6079 2.6128
C -0.1588 1.1910 -2.5434
C -0.8763 0.1923 2.0808
C 1.0466 0.1405 -1.1671
H -0.1087 0.8826 2.5817
H -0.5457 1.7004 -3.4239
H 3.0755 0.0488 -0.8463
H 2.4433 -1.4442 -1.1488
H 1.9773 -0.8330 0.4429
H -2.3868 -0.5568 3.5990
*
```

SMILES string: Cc1ncnn1-n1ccnn1
ΔE to the lowest compared entry with this formula, charge and spin in kJ/mol: 525.4
Largest force on an atom in hartree/bohr: 0.14190
Frontier orbital gap in Ha: 0.3568


# 5
An isolated molecule of C5H6N6O2S in a non-equilibrium geometry, computed with ωB97M-V with the def2-TZVPD basis set.

```
! wB97M-V def2-TZVPD RIJCOSX def2/J DEFGRID3
* xyz 0 1
S 3.2639 -0.6002 -0.0808
O -4.0938 -1.6241 0.0193
O 3.6251 -0.6191 1.3104
N -0.8424 2.5318 0.1541
N 0.6039 -1.4775 -0.1088
N 1.0574 1.0891 -0.0610
N 3.7977 0.3184 -1.1184
N -1.7786 -1.9170 -0.0114
N -2.5557 0.1633 0.1814
C -0.1941 1.2716 0.2171
C 1.4170 -0.5365 -0.0452
C -0.6959 -1.1366 -0.1135
C -1.1471 0.1999 0.1244
C -2.9740 -1.1714 0.0674
H 3.6702 -1.6948 -0.8329
H 3.6325 1.2391 -0.8316
H -3.1067 0.9497 0.2667
H -1.6881 2.5681 0.7232
H -1.8065 -2.8590 -0.2024
H -0.1847 3.3052 0.3419
*
```

SMILES string: N=[S@@H](=O)c1nc(N)c2[nH]c(=O)[nH]c2n1
ΔE to the lowest compared entry with this formula, charge and spin in kJ/mol: 109.2
Largest force on an atom in hartree/bohr: 0.11686
Frontier orbital gap in Ha: 0.3168


# 6
An isolated molecule of C5H6N6S2 in a non-equilibrium geometry, computed with ωB97M-V with the def2-TZVPD basis set.

```
! wB97M-V def2-TZVPD RIJCOSX def2/J DEFGRID3
* xyz 0 1
S 3.0156 0.1454 1.1492
S -2.8512 -1.0695 -0.5319
N 0.9979 1.5485 -0.1642
N -1.5707 0.8348 0.9820
N -0.8111 0.7072 -1.4169
N 2.2609 -1.6171 -0.7875
N -2.7135 0.3557 1.6725
N 1.3130 -0.5736 -0.8929
C -3.4121 -0.5180 1.0889
C 3.2341 -1.4183 0.1236
C 1.6799 0.3959 -0.0099
C 0.1573 1.7116 -1.3331
C -1.5185 0.2496 -0.2640
H -4.3606 -0.9989 1.3658
H -0.3315 2.6347 -1.2467
H 4.1366 -2.0071 0.2146
H 0.5673 1.4773 -2.3809
H -0.5306 -0.0653 -1.8857
H 0.7100 2.4314 0.6724
*
```

SMILES string: c1nnc(NCNc2nncs2)s1
ΔE to the lowest compared entry with this formula, charge and spin in kJ/mol: 212.4
Largest force on an atom in hartree/bohr: 0.11964
Frontier orbital gap in Ha: 0.3306


# 7
The ion C5H6NO with charge +1 in a non-equilibrium geometry, computed with ωB97M-V with the def2-TZVPD basis set.

```
! wB97M-V def2-TZVPD RIJCOSX def2/J DEFGRID3
* xyz 1 1
O -2.3908 -0.1488 0.7215
N 1.1955 -0.8576 0.2965
C 0.0926 -0.4792 0.2831
C 2.5793 -0.8359 0.5460
C -1.2201 -0.0223 0.0905
C -1.3232 1.0233 -1.0115
C -3.5203 -0.2656 1.0781
H -1.6491 0.5633 -1.8664
H 2.8974 -1.9661 0.4403
H -0.3314 1.5890 -1.2861
H 3.0625 -0.0740 -0.0127
H 2.7123 -0.3420 1.5275
H -2.1047 1.8160 -0.8066
*
```

ΔE to the lowest compared entry with this formula, charge and spin in kJ/mol: 660.6
Largest force on an atom in hartree/bohr: 0.09552
Frontier orbital gap in Ha: 0.3041


# 8
The ion C5H6NO with charge +1 in a non-equilibrium geometry, computed with ωB97M-V with the def2-TZVPD basis set.

```
! wB97M-V def2-TZVPD RIJCOSX def2/J DEFGRID3
* xyz 1 1
O 1.1715 -1.1676 -1.7802
N 0.6737 -0.4081 -1.0338
C 0.2581 1.3771 0.2357
C -0.8513 0.4296 0.4516
C 1.1772 0.8159 -0.5964
C -0.5135 -0.9774 0.9160
C -0.6334 -0.5980 -0.5316
H 0.4505 -1.1313 1.1399
H -1.7655 0.8271 0.7963
H -1.4425 -0.9804 -1.1254
H 2.2858 1.0523 -0.8112
H -1.2116 -1.5500 1.4936
H 0.4012 2.3110 0.8455
*
```

SMILES string: O=[N+]1C=C[C@@H]2C[C@@H]21
ΔE to the lowest compared entry with this formula, charge and spin in kJ/mol: 447.5
Largest force on an atom in hartree/bohr: 0.07179
Frontier orbital gap (spin up / spin down) in Ha: 0.3230 / 0.3230


# 9
A cluster of 2 separate species, C5H6NO2 in total in a non-equilibrium geometry, computed with ωB97M-V with the def2-TZVPD basis set.

```
! wB97M-V def2-TZVPD RIJCOSX def2/J DEFGRID3
* xyz -1 1
O -1.8239 1.0166 -0.8601
O -2.8930 0.9594 1.1170
N -0.1086 -2.0977 -1.5996
C 0.8349 0.8617 -0.1814
C 0.8321 -0.1408 0.9437
C 1.4663 -0.4802 -0.4589
C -2.2959 0.5118 0.1417
C 0.6497 -1.4166 -1.1011
H -0.0247 -0.5213 1.3679
H -0.1573 1.0462 -0.7889
H 2.5429 -0.6010 -0.3674
H 1.3844 1.7554 -0.0974
H -2.0712 -0.7172 0.2175
H 1.6643 -0.1761 1.6671
*
```

ΔE to the lowest compared entry with this formula, charge and spin in kJ/mol: 30.0
Largest force on an atom in hartree/bohr: 0.07703
Frontier orbital gap in Ha: 0.2833


# 10
A structure of composition C5H6NP in a non-equilibrium geometry, computed with ωB97M-V with the def2-TZVPD basis set.

```
! wB97M-V def2-TZVPD RIJCOSX def2/J DEFGRID3
* xyz 0 1
P -0.7526 0.8344 -1.2135
N -1.6347 1.5578 -0.2561
C 0.1364 0.1428 1.4468
C -0.4529 -1.0204 0.8592
C 0.8860 0.0226 -0.6833
C -0.0020 -1.1680 -0.3437
C 0.9712 0.6787 0.5733
H -1.1003 -1.7349 1.3992
H -0.0739 0.4255 2.4678
H 1.2790 1.7609 0.7935
H 1.6260 0.0514 -1.5173
H -0.8113 0.4330 -2.5192
H -0.0710 -1.9837 -1.0069
*
```

ΔE to the lowest compared entry with this formula, charge and spin in kJ/mol: 385.6
Largest force on an atom in hartree/bohr: 0.09225
Frontier orbital gap in Ha: 0.3098


# 11
A structure of composition C5H6NP2S4 in a non-equilibrium geometry, computed with ωB97M-V with the def2-TZVPD basis set.

```
! wB97M-V def2-TZVPD RIJCOSX def2/J DEFGRID3
* xyz 1 1
S -1.0313 2.2670 2.1032
S -0.3942 3.4756 -0.9119
S -2.5912 0.7157 -0.3698
S -4.4576 -2.2225 -1.0518
P -3.9957 -1.4130 0.5919
P -1.0355 1.9024 0.0609
N 0.3111 0.5375 -0.0438
C 1.1446 -1.5178 0.7846
C 0.2587 -0.4888 0.8531
C 1.1698 0.5454 -1.0838
C 1.8905 -0.6367 -1.3576
C 1.8922 -1.6156 -0.3986
H 0.1960 2.8101 2.0604
H 1.0474 1.5060 -1.7477
H 2.5067 -0.6589 -2.2294
H -0.4079 -0.5449 1.6966
H 1.1053 -2.1917 1.5311
H 2.3911 -2.4699 -0.4875
*
```

ΔE to the lowest compared entry with this formula, charge and spin in kJ/mol: 92.9
Largest force on an atom in hartree/bohr: 0.08225
Frontier orbital gap in Ha: 0.2247


# 12
An isolated molecule of C5H6O, computed with ωB97M-V with the def2-TZVPD basis set.

```
! wB97M-V def2-TZVPD RIJCOSX def2/J DEFGRID3
* xyz 0 1
O -1.2186 -0.9745 -0.3306
C 1.0694 -0.4122 -0.3224
C -1.1396 0.4953 0.0199
C -0.0332 -1.4097 -0.2440
C 0.3182 0.8665 -0.0039
C -0.4362 0.6890 1.2766
H 0.0904 -2.4844 -0.3847
H -0.6963 1.5718 1.8599
H 0.6519 1.7936 -0.4748
H 1.8598 -0.6111 0.4056
H 1.5093 -0.5107 -1.3342
H -1.9752 0.9863 -0.4673
*
```

ΔE to the lowest compared entry with this formula, charge and spin in kJ/mol: 450.4
Largest force on an atom in hartree/bohr: 0.00889
Frontier orbital gap in Ha: 0.2453


# 13
A cluster of 2 separate species, C5H6O in total in a non-equilibrium geometry, computed with ωB97M-V with the def2-TZVPD basis set.

```
! wB97M-V def2-TZVPD RIJCOSX def2/J DEFGRID3
* xyz 0 1
O -2.3545 -0.4263 -0.5753
C -1.4941 -1.0469 -0.1685
C 1.1233 -1.6365 -0.6951
C -0.1051 1.6223 0.2787
C 1.0935 -0.5780 0.0658
C 0.3362 0.2636 0.7522
H -1.1677 1.7949 0.4975
H 0.0471 1.7401 -0.7981
H 1.8987 -2.2316 -1.1564
H 0.0472 -1.9084 -0.7913
H 0.1055 0.0140 1.7883
H 0.4699 2.3928 0.8021
*
```

ΔE to the lowest compared entry with this formula, charge and spin in kJ/mol: 253.6
Largest force on an atom in hartree/bohr: 0.03803
Frontier orbital gap in Ha: 0.3847


# 14
An isolated molecule of C5H6O, computed with ωB97M-V with the def2-TZVPD basis set.

```
! wB97M-V def2-TZVPD RIJCOSX def2/J DEFGRID3
* xyz 0 1
O -1.9958 1.2538 -0.7704
C -1.9293 0.0019 1.2825
C 0.1070 0.5250 -0.0967
C 2.3504 -0.4229 -1.0631
C 1.2474 0.2442 -0.3730
C -1.3340 0.6619 0.0565
H 3.1219 0.2194 -1.4910
H -1.3268 -0.8460 1.6160
H -2.9535 -0.3014 1.0665
H 2.8254 -1.1771 -0.4281
H -1.9342 0.7537 2.0769
H 1.8216 -0.9124 -1.8761
*
```

SMILES string: CC#CC(C)=O
ΔE to the lowest compared entry with this formula, charge and spin in kJ/mol: 163.3
Largest force on an atom in hartree/bohr: 0.01491
Frontier orbital gap in Ha: 0.3860


# 15
An isolated molecule of C5H6O in a non-equilibrium geometry, computed with ωB97M-V with the def2-TZVPD basis set.

```
! wB97M-V def2-TZVPD RIJCOSX def2/J DEFGRID3
* xyz 0 1
O 2.7037 -0.2547 0.3212
C 0.7560 -1.4192 -0.3340
C -0.6752 1.0691 0.2788
C -1.7926 0.3450 0.3214
C 0.6207 0.7185 -0.2533
C 1.5264 -0.3313 0.0780
H 1.1164 1.5094 -0.8111
H -0.7352 2.0935 0.6499
H -0.1454 -1.7210 0.1601
H 1.1712 -2.1125 -1.0445
H -1.8586 -0.6210 -0.1590
H -2.6918 0.7274 0.7927
*
```

ΔE to the lowest compared entry with this formula, charge and spin in kJ/mol: 342.0
Largest force on an atom in hartree/bohr: 0.02971
Frontier orbital gap (spin up / spin down) in Ha: 0.2987 / 0.2988


# 16
A structure of composition C5H6O in a non-equilibrium geometry, computed with ωB97M-V with the def2-TZVPD basis set.

```
! wB97M-V def2-TZVPD RIJCOSX def2/J DEFGRID3
* xyz 0 1
O 0.8894 -1.7126 0.2691
C 0.8395 0.5037 0.1993
C 0.5922 -0.7106 -0.7558
C -0.8072 -0.3446 -0.2730
C -0.5215 1.1431 -0.0865
C 0.1585 -0.6664 0.9284
H 0.9302 -0.9347 -1.7624
H -1.7679 -0.8326 -0.4766
H -0.6192 1.7909 -0.9569
H 1.8089 0.9714 0.3831
H -0.9900 1.6036 0.7973
H -0.5480 -0.8128 1.7157
*
```

ΔE to the lowest compared entry with this formula, charge and spin in kJ/mol: 410.7
Largest force on an atom in hartree/bohr: 0.04279
Frontier orbital gap in Ha: 0.3880


# 17
A structure of composition C5H6O, computed with ωB97M-V with the def2-TZVPD basis set.

```
! wB97M-V def2-TZVPD RIJCOSX def2/J DEFGRID3
* xyz 0 1
O -0.9721 -0.9274 1.7336
C -0.7153 -0.0701 0.9226
C -1.6204 0.7759 0.0140
C 1.7928 -0.5080 0.0296
C 0.4172 0.0449 -0.0215
C -0.5160 0.3380 -0.9482
H -2.6470 0.4155 -0.0827
H -0.5561 0.0872 -2.0004
H -1.6017 1.8574 0.1823
H 2.3958 -0.2223 -0.8360
H 2.3119 -0.1924 0.9404
H 1.7110 -1.5986 0.0663
*
```

ΔE to the lowest compared entry with this formula, charge and spin in kJ/mol: 141.6
Largest force on an atom in hartree/bohr: 0.01156
Frontier orbital gap in Ha: 0.3785


# 18
An isolated molecule of C5H6O in a non-equilibrium geometry, computed with ωB97M-V with the def2-TZVPD basis set.

```
! wB97M-V def2-TZVPD RIJCOSX def2/J DEFGRID3
* xyz 0 1
O -2.7631 -0.8557 -0.5677
C 2.4322 -0.5260 -0.1055
C 1.1293 0.0720 -0.4341
C -2.0626 -0.4391 0.2968
C -1.3520 0.9167 -0.1096
C 0.0267 0.5906 -0.3588
H -1.9805 1.3512 -0.9136
H 2.1547 -1.4008 0.5356
H -1.4208 1.7004 0.7312
H 2.9968 -0.7918 -0.9724
H -2.0937 -0.7362 1.3213
H 2.9329 0.1187 0.5766
*
```

SMILES string: CC#CCC=O
ΔE to the lowest compared entry with this formula, charge and spin in kJ/mol: 230.5
Largest force on an atom in hartree/bohr: 0.07914
Frontier orbital gap in Ha: 0.3668


# 19
An isolated molecule of C5H6O, computed with ωB97M-V with the def2-TZVPD basis set.

```
! wB97M-V def2-TZVPD RIJCOSX def2/J DEFGRID3
* xyz 0 1
O 0.9260 1.6079 0.3655
C -0.4769 1.4815 0.1305
C 0.2162 -1.4740 -0.0573
C -0.9307 -2.0817 -0.2341
C 1.7046 0.5267 0.1290
C 1.2162 -0.7033 0.1110
H -1.8078 -1.5883 0.1780
H -0.8137 2.4799 -0.1498
H 2.7420 0.8115 -0.0234
H -1.0110 1.1468 1.0285
H -0.6971 0.7886 -0.6877
H -1.0679 -2.9956 -0.7901
*
```

SMILES string: C=C=C=COC
ΔE to the lowest compared entry with this formula, charge and spin in kJ/mol: 320.3
Largest force on an atom in hartree/bohr: 0.00784
Frontier orbital gap in Ha: 0.3255


# 20
A structure of composition C5H6O, computed with ωB97M-V with the def2-TZVPD basis set.

```
! wB97M-V def2-TZVPD RIJCOSX def2/J DEFGRID3
* xyz 0 1
O 1.5098 -1.5560 -0.9170
C -0.3433 -0.3337 -0.4822
C 0.3478 0.3856 0.6678
C -0.9933 1.1598 0.6702
C 0.2548 -1.2821 -1.2346
C -1.6074 0.3268 -0.4768
H 1.2403 0.9934 0.4411
H 0.5427 -0.2131 1.5705
H -0.8632 2.2035 0.3674
H -1.5417 1.0835 1.6125
H 1.6564 -0.9431 -0.1587
H -0.2029 -1.8244 -2.0602
*
```

ΔE to the lowest compared entry with this formula, charge and spin in kJ/mol: 430.2
Largest force on an atom in hartree/bohr: 0.01696
Frontier orbital gap in Ha: 0.2881